Here is the molecule C11H15FNOP in a non-equilibrium geometry from the OMol25 dataset. Energies are from wB97M-V/def2-TZVPD.

```
30
Properties=species:S:1:pos:R:3:mulliken_charge:R:1
C -1.5345 1.2024 2.7472 -0.584
C 0.0332 -0.5284 2.0503 0.070
C -0.5336 0.3260 3.0313 1.010
C -1.8896 0.9301 0.2864 -0.230
C -2.0034 1.5783 1.4758 0.312
C -0.0858 -0.4845 0.7500 -0.311
C -2.0130 0.5551 -2.0480 -0.197
C 0.0118 0.2450 4.4612 -1.426
C 2.3980 -1.8263 -3.0257 -1.135
C 1.6354 -0.5372 -3.0042 -0.272
C 1.1605 -0.1324 -1.6521 -0.689
N -2.1281 1.3507 -0.9350 -0.069
O -1.6110 -0.5902 -2.1428 -0.473
F -2.9481 2.6080 1.5096 -0.345
P 0.1959 -1.3962 -0.7337 -0.137
H -1.7232 1.8784 3.5902 0.267
H 0.7206 -1.2724 2.4977 0.285
H -2.1323 1.0564 -3.0274 0.417
H -0.4530 -0.5561 5.0987 0.266
H 1.0839 0.0455 4.5163 0.382
H -0.2661 1.2152 4.7873 0.371
H 3.4921 -1.6937 -2.8646 0.278
H 2.0705 -2.3200 -2.1216 0.255
H 2.2503 -2.3922 -3.8400 0.393
H 2.2759 0.2345 -3.4939 0.351
H 0.8154 -0.7276 -3.6620 0.243
H 1.9883 0.2972 -1.0006 0.433
H 0.3951 0.6123 -1.9212 0.161
H -2.7134 2.2271 -1.0260 0.352
H 1.5082 -1.9049 -0.3030 0.021
```

Values from the calculation:
- 2S+1 = 1
- net charge = 0
- energy relative to the best compared isomer or geometry (same formula, charge and spin) (kJ/mol) = 219.4
- Kohn-Sham gap (eV) = 7.859
- molar mass (g mol⁻¹) = 227.2